[1]
8 unconnected molecules or ions with the total composition C29H81N7O8 at a distorted geometry. Source: OMol25; level of theory: wB97M-V/def2-TZVPD.

Element x y z (Å)
C  -5.58340  -0.92373  2.19720
O  -4.55758  -0.03256  2.51708
C  -3.77613  -0.53742  3.64789
C  -4.53422  -0.48002  4.98545
C  -4.97194  0.92447  5.27198
N  -3.59863  -0.93416  6.02634
H  -5.18866  -1.95206  1.99909
H  -6.01381  -0.64476  1.22079
H  -6.36623  -0.97045  2.97512
H  -3.52104  -1.58603  3.47678
H  -2.86012  0.02470  3.74250
H  -5.41062  -1.10880  4.91917
H  -4.09699  1.60574  5.27885
H  -5.51125  1.05153  6.22757
H  -5.64944  1.26786  4.43121
H  -4.01130  -1.04350  6.94034
H  -3.13793  -1.82888  5.82933
C  3.14232  6.76888  1.99479
O  2.42738  5.83427  1.25130
C  1.27940  5.24881  1.79190
C  0.81246  4.17232  0.81194
C  -0.54743  3.59227  1.31509
N  1.78065  3.09333  0.69398
H  3.91233  7.21182  1.32044
H  3.63407  6.32924  2.90136
H  2.50424  7.60585  2.30591
H  1.58326  4.75671  2.69765
H  0.55100  6.02451  1.99202
H  0.67810  4.58664  -0.22826
H  -0.91585  2.75035  0.70036
H  -1.39241  4.30536  1.21669
H  -0.51503  3.23329  2.36495
H  2.73956  3.40274  0.62681
H  1.73825  2.49198  1.53270
C  -0.78850  3.32792  -2.96950
O  -0.09812  2.52847  -3.88744
C  -0.89956  2.13050  -4.99282
C  -0.19180  1.00351  -5.75826
C  -1.05256  0.58041  -6.96466
N  0.04661  -0.14897  -4.94149
H  -0.04298  3.44486  -2.18353
H  -1.67325  2.77757  -2.57467
H  -1.12362  4.30141  -3.38938
H  -1.86684  1.72448  -4.62783
H  -1.15275  2.96609  -5.63522
H  0.79130  1.38726  -6.10272
H  -0.55450  -0.21393  -7.48583
H  -1.12581  1.39630  -7.67800
H  -2.07150  0.28803  -6.68673
H  -0.78578  -0.67547  -4.75103
H  0.42830  0.16462  -4.07115
C  6.57179  -0.44719  -0.31379
O  5.81139  -1.16015  -1.32287
C  5.43032  -0.27896  -2.41596
C  4.64977  -1.12287  -3.45939
C  5.55336  -2.22696  -4.11533
N  4.21737  -0.21809  -4.50988
H  6.87303  -1.12681  0.47121
H  5.90962  0.32986  0.05921
H  7.47711  -0.07168  -0.80571
H  4.71272  0.48495  -2.08368
H  6.28406  0.18907  -2.88968
H  3.80341  -1.57319  -2.89330
H  6.26284  -1.75902  -4.78430
H  4.90715  -2.86803  -4.73904
H  5.92527  -2.85088  -3.28993
H  3.47929  0.33829  -4.06805
H  3.79199  -0.81915  -5.20040
C  -2.77342  -2.75220  -6.05600
O  -2.75586  -1.89779  -4.92457
C  -3.07604  -2.48123  -3.61852
C  -2.13717  -3.66822  -3.24998
C  -2.64387  -4.20179  -1.88318
N  -0.75509  -3.38905  -3.20601
H  -3.72265  -3.28799  -6.21055
H  -1.94489  -3.46732  -6.08714
H  -2.59651  -2.04768  -6.90130
H  -2.95330  -1.67919  -2.87641
H  -4.05063  -2.93367  -3.53703
H  -2.27214  -4.58269  -3.86288
H  -3.02774  -3.41033  -1.25424
H  -1.83833  -4.66658  -1.34200
H  -3.42925  -4.96520  -2.04335
H  -0.49878  -2.79162  -3.97735
H  -0.46784  -3.18929  -2.28190
C  0.15949  -0.59916  3.14505
O  -0.05332  -0.25634  4.48484
C  0.82201  0.68583  5.06874
C  0.36299  0.92457  6.55091
C  0.60693  -0.21261  7.58442
N  -0.98721  1.36545  6.44157
H  -0.48511  -1.48695  3.07638
H  1.20204  -0.82734  2.85261
H  -0.22466  0.14836  2.49129
H  1.84527  0.33307  4.99412
H  0.77781  1.66275  4.58688
H  0.95425  1.74592  6.89868
H  -0.08730  -1.03369  7.43085
H  0.39357  0.17185  8.59929
H  1.66102  -0.51855  7.60709
H  -1.54466  0.60430  6.08604
H  -1.42523  1.51291  7.35613
C  -2.01299  -1.14304  0.49310
O  -0.70976  -1.37438  -0.07597
C  -0.06656  -0.14683  -0.64142
C  1.33220  -0.46360  -1.13068
C  2.26499  -0.81458  0.07367
N  1.99722  0.59522  -1.88221
H  -2.31939  -2.14355  0.83518
H  -2.72782  -0.77703  -0.24422
H  -2.03413  -0.42247  1.32474
H  -0.65299  0.26069  -1.47490
H  0.02867  0.65276  0.10472
H  1.27491  -1.37201  -1.75847
H  2.35024  0.07944  0.71636
H  3.22410  -1.15196  -0.32454
H  1.83708  -1.59243  0.71588
H  2.01042  1.39932  -1.23237
H  1.34722  0.92331  -2.60707
C  1.06597  -4.22609  1.41117
O  0.29176  -5.22202  2.09364
H  1.07300  -4.43011  0.33364
H  0.47769  -3.31924  1.48058
H  2.08735  -4.09578  1.85818
H  0.70430  -6.06669  2.07340

The SMILES is COC[C@H](C)N.COC[C@H](C)N.COC[C@H](C)N.COC[C@H](C)N.COC[C@H](C)N.COC[C@H](C)N.COC[C@H](C)N.CO. The largest force on an atom comes out at 2.304 eV/Å. As for the energy relative to the best compared isomer or geometry (same formula, charge and spin): 94.8 kJ/mol. Its lowest unoccupied orbital energy is 0.6 eV. The value obtained for the HOMO energy is -8.752 eV. The calculation puts the molar mass at 656.0 Da. As for the orbital gap: 9.36 eV. The calculation puts the total energy at -58192.671 eV.

Results of the Löwdin charge analysis, in e, for atoms 1 through 99:
1. C -0.141
2. O -0.196
3. C -0.177
4. C -0.457
5. C -0.068
6. N 0.040
7. H 0.096
8. H 0.092
9. H 0.086
10. H 0.117
11. H 0.113
12. H 0.117
13. H 0.087
14. H 0.080
15. H 0.097
16. H 0.072
17. H 0.085
18. C -0.124
19. O -0.207
20. C -0.216
21. C -0.416
22. C -0.059
23. N 0.042
24. H 0.098
25. H 0.097
26. H 0.083
27. H 0.119
28. H 0.127
29. H 0.139
30. H 0.059
31. H 0.083
32. H 0.079
33. H 0.076
34. H 0.078
35. C -0.116
36. O -0.212
37. C -0.202
38. C -0.427
39. C -0.059
40. N 0.069
41. H 0.072
42. H 0.095
43. H 0.099
44. H 0.131
45. H 0.121
46. H 0.148
47. H 0.070
48. H 0.073
49. H 0.073
50. H 0.040
51. H 0.030
52. C -0.088
53. O -0.225
54. C -0.199
55. C -0.449
56. C -0.053
57. N 0.031
58. H 0.077
59. H 0.077
60. H 0.085
61. H 0.101
62. H 0.117
63. H 0.127
64. H 0.070
65. H 0.070
66. H 0.074
67. H 0.052
68. H 0.064
69. C -0.112
70. O -0.231
71. C -0.142
72. C -0.464
73. C -0.053
74. N 0.070
75. H 0.092
76. H 0.084
77. H 0.084
78. H 0.122
79. H 0.112
80. H 0.130
81. H 0.054
82. H 0.070
83. H 0.087
84. H 0.062
85. H 0.044
86. C -0.105
87. O -0.199
88. C -0.183
89. C -0.433
90. C -0.055
91. N 0.033
92. H 0.097
93. H 0.092
94. H 0.057
95. H 0.117
96. H 0.110
97. H 0.116
98. H 0.066
99. H 0.072

[2]
A molecular structure, C29H82F6N2O16S2 at a distorted geometry. Source: OMol25; level of theory: wB97M-V/def2-TZVPD.

Element x y z (Å)
N  12.28220  -26.60255  -2.45226
H  12.89891  -26.11872  -1.81535
H  11.40598  -26.60651  -1.94992
H  12.61571  -27.53866  -2.63278
H  12.15510  -26.21804  -3.37752
C  16.81298  -22.50368  -1.76072
F  16.98214  -23.30865  -2.80476
F  17.70668  -21.55328  -1.86881
F  15.64053  -21.83527  -1.79616
S  17.12007  -23.44743  -0.11387
O  17.70978  -24.70028  -0.51689
O  17.95298  -22.58766  0.60166
N  15.43214  -23.73445  0.51972
S  15.37318  -22.72771  1.75880
O  15.97420  -23.23722  3.02614
O  15.73803  -21.29476  1.54447
C  13.46534  -22.54306  1.97832
F  12.95545  -23.78952  2.10623
F  13.32145  -21.74147  3.05425
F  12.98966  -21.94295  0.91542
O  14.65403  -28.93547  2.37433
H  15.35473  -29.42352  1.94184
H  14.74571  -28.04137  2.04504
O  20.11493  -30.76314  -3.22693
H  19.89717  -29.86849  -2.96538
H  20.44644  -30.67789  -4.12084
O  18.89729  -25.14354  -10.38995
H  17.94368  -25.22047  -10.35930
H  19.21432  -25.87785  -9.86410
C  10.37425  -17.42489  -4.11547
C  10.75095  -15.92319  -4.27630
C  10.53129  -15.27064  -5.70013
O  10.04300  -15.32145  -3.22671
H  10.72349  -17.71772  -3.12532
H  10.79539  -17.97183  -4.95904
H  9.29138  -17.52568  -4.18863
H  11.81992  -15.83491  -4.08238
H  9.49784  -15.11437  -6.00942
H  10.81558  -15.98584  -6.47198
H  11.21980  -14.44125  -5.86186
H  10.00537  -16.04413  -2.59590
C  14.65555  -26.30451  11.74237
C  15.21164  -25.47850  10.65916
C  15.12773  -23.99762  10.90137
O  16.50330  -25.84389  10.38438
H  14.37446  -27.34335  11.56945
H  13.69267  -26.00634  12.15717
H  15.29834  -26.28378  12.62242
H  14.69668  -25.85867  9.77689
H  15.30155  -23.78109  11.95541
H  14.21331  -23.47529  10.62009
H  15.93620  -23.50454  10.36160
H  16.53516  -26.51688  9.70053
C  7.13288  -25.36969  8.90579
C  7.23207  -24.94689  10.34721
C  6.09378  -24.13586  10.98698
O  7.50256  -26.09003  11.10637
H  8.02019  -25.96265  8.68404
H  7.33038  -24.52218  8.24943
H  6.21740  -25.88632  8.61755
H  8.03324  -24.20793  10.33501
H  5.94736  -23.10640  10.66008
H  6.24053  -23.94341  12.04977
H  5.14937  -24.67202  10.89345
H  7.31945  -25.88747  12.02671
C  18.12946  -14.87507  -6.75600
C  19.42917  -14.56134  -7.49446
C  19.99175  -15.79873  -8.27040
O  19.18696  -13.48409  -8.42017
H  17.73203  -13.98938  -6.26034
H  18.38320  -15.58747  -5.97101
H  17.40754  -15.40778  -7.37499
H  20.18742  -14.06527  -6.88862
H  21.04004  -15.68136  -8.54504
H  19.39733  -16.19194  -9.09511
H  20.12601  -16.56877  -7.51073
H  18.75670  -12.75475  -7.96791
C  23.40238  -15.78621  -1.01638
C  24.07952  -14.44824  -1.22714
C  25.00877  -14.13785  -0.03517
O  24.92590  -14.32285  -2.32718
H  22.86561  -15.81445  -0.06813
H  24.14733  -16.58151  -1.04146
H  22.68374  -16.13587  -1.75759
H  23.42828  -13.59095  -1.39756
H  24.33906  -13.96104  0.80644
H  25.68311  -13.31542  -0.27391
H  25.55755  -15.05360  0.18469
H  25.60212  -13.65281  -2.20319
C  5.54722  -25.21578  -0.77359
C  5.60283  -26.71411  -0.33528
C  4.55325  -27.65950  -0.92471
O  6.82098  -27.24598  -0.83859
H  4.67903  -24.64644  -0.44162
H  5.55329  -25.15899  -1.86210
H  6.32230  -24.60694  -0.30812
H  5.62734  -26.81118  0.75011
H  3.65351  -27.41749  -0.35901
H  4.68891  -28.73904  -0.85943
H  4.38939  -27.36817  -1.96219
H  6.80567  -28.11286  -0.42643
C  22.45790  -21.28103  6.80040
C  23.28795  -22.45252  6.24328
C  24.58096  -22.12073  5.59591
O  23.65642  -23.32810  7.27300
H  22.01767  -20.77242  5.94271
H  23.11672  -20.57252  7.30247
H  21.72486  -21.54150  7.56388
H  22.61699  -22.99912  5.58060
H  25.31230  -21.58380  6.20002
H  24.41289  -21.42325  4.77532
H  25.25342  -22.92051  5.28569
H  22.85300  -23.44576  7.78511
C  17.72421  -15.04664  6.45674
C  16.71928  -16.02646  7.02275
C  16.43360  -15.81992  8.58749
O  15.50613  -15.66210  6.34591
H  18.60957  -15.25483  7.05749
H  17.43854  -14.03340  6.73929
H  17.82414  -15.11080  5.37322
H  17.06160  -17.03745  6.80180
H  17.33466  -16.05129  9.15553
H  15.70345  -16.54754  8.94182
H  16.38116  -14.74776  8.77676
H  15.79465  -15.55139  5.43700
C  24.43017  -28.88874  1.84872
C  25.74373  -29.69783  1.72375
C  27.08992  -28.98721  1.43714
O  25.81725  -30.34336  2.92642
H  23.60320  -29.52293  2.16813
H  24.32902  -28.48076  0.84303
H  24.63004  -27.98970  2.43169
H  25.58357  -30.54814  1.06086
H  27.47691  -28.48008  2.32095
H  27.10766  -28.27506  0.61213
H  27.90801  -29.66174  1.18450
H  25.94203  -29.61954  3.54458

The largest force on an atom comes out at 4.583 eV/Å. As for the energy relative to the best compared isomer or geometry (same formula, charge and spin): 770.8 kJ/mol. Its lowest unoccupied orbital energy is -2.6 eV. The value obtained for the HOMO energy is -8.480 eV. The calculation puts the molar mass at 893.1 Da. As for the orbital gap: 5.84 eV. The calculation puts the total energy at -105108.242 eV.

Results of the Löwdin charge analysis, in e, for atoms 1 through 99:
1. N 0.357
2. H 0.163
3. H 0.159
4. H 0.158
5. H 0.160
6. C -0.665
7. F 0.121
8. F 0.148
9. F 0.105
10. S 0.643
11. O -0.324
12. O -0.271
13. N -0.324
14. S 0.582
15. O -0.347
16. O -0.360
17. C -0.661
18. F 0.091
19. F 0.123
20. F 0.141
21. O -0.055
22. H 0.029
23. H 0.026
24. O -0.055
25. H 0.028
26. H 0.027
27. O -0.053
28. H 0.026
29. H 0.027
30. C -0.061
31. C -0.473
32. C -0.038
33. O -0.055
34. H 0.078
35. H 0.074
36. H 0.082
37. H 0.122
38. H 0.073
39. H 0.061
40. H 0.070
41. H 0.066
42. C -0.084
43. C -0.567
44. C -0.040
45. O -0.031
46. H 0.078
47. H 0.079
48. H 0.086
49. H 0.137
50. H 0.080
51. H 0.081
52. H 0.081
53. H 0.100
54. C -0.059
55. C -0.525
56. C -0.058
57. O -0.032
58. H 0.081
59. H 0.078
60. H 0.081
61. H 0.123
62. H 0.077
63. H 0.071
64. H 0.079
65. H 0.084
66. C -0.065
67. C -0.460
68. C -0.046
69. O -0.085
70. H 0.076
71. H 0.074
72. H 0.083
73. H 0.130
74. H 0.070
75. H 0.080
76. H 0.069
77. H 0.073
78. C -0.051
79. C -0.509
80. C -0.059
81. O -0.063
82. H 0.083
83. H 0.083
84. H 0.075
85. H 0.130
86. H 0.078
87. H 0.076
88. H 0.081
89. H 0.077
90. C -0.041
91. C -0.477
92. C -0.061
93. O -0.087
94. H 0.074
95. H 0.077
96. H 0.073
97. H 0.129
98. H 0.078
99. H 0.079

[3]
C2Br2Cl2S in the gas phase at a distorted geometry. Source: OMol25; level of theory: wB97M-V/def2-TZVPD.

Element x y z (Å)
Cl  -0.02207  -2.48607  -0.67661
S  0.85967  -0.81290  -1.60705
C  0.09033  0.42753  -0.70671
Br  -1.28014  1.41136  -1.42334
C  0.02860  0.30341  0.78469
Cl  -1.15676  1.20412  1.63360
Br  1.38366  -0.74297  1.73523

The SMILES is ClS/C(Br)=C(/Cl)Br. The largest force on an atom comes out at 6.299 eV/Å. As for the energy relative to the best compared isomer or geometry (same formula, charge and spin): 76.7 kJ/mol. Its lowest unoccupied orbital energy (spin up / spin down) is -1.4 / -1.4 eV. The value obtained for the HOMO energy (spin up / spin down) is -9.050 / -9.050 eV. The calculation puts the molar mass at 286.8 Da. As for the orbital gap (spin up / spin down): 7.64 / 7.64 eV. The calculation puts the total energy at -178037.012 eV.

Want to see where the charge sits? The Löwdin charges in e are:
1. Cl 0.095
2. S 0.451
3. C -1.306
4. Br 0.717
5. C -1.202
6. Cl 0.605
7. Br 0.641